The following is a DFT calculation (wB97M-V/def2-TZVPD) of C44H41F9N5OPRbS4 as an isolated structure.

Each line ends with the Mulliken charge.
Geometry (Å):
1 Rb 11.437 16.045 15.669  -0.078
2 C 12.934 18.058 19.037  -0.878
3 C 12.823 19.478 18.548  -1.064
4 C 12.717 19.883 17.078  0.021
5 C 13.118 18.994 16.059  0.469
6 C 13.016 19.384 14.733  -0.694
7 C 12.365 20.549 14.453  -0.346
8 C 12.033 21.397 15.519  -0.475
9 N 12.221 21.118 16.863  -0.641
10 N 11.966 17.068 18.742  1.314
11 C 12.449 15.720 19.154  -0.597
12 C 13.770 15.383 18.516  0.332
13 C 14.839 14.856 19.243  -1.022
14 C 16.045 14.666 18.607  -0.650
15 C 16.152 14.879 17.239  -0.816
16 C 14.996 15.313 16.588  -0.808
17 N 13.881 15.639 17.237  1.095
18 C 10.602 17.375 19.212  -1.692
19 C 9.828 18.357 18.379  0.337
20 C 9.009 19.295 18.962  -0.792
21 C 8.257 20.139 18.135  -0.659
22 C 8.286 19.918 16.783  -0.681
23 C 9.173 18.986 16.264  -0.428
24 N 9.914 18.212 17.027  1.043
25 H 12.992 18.200 20.154  0.156
26 H 13.974 17.620 18.655  0.434
27 H 13.716 19.962 18.996  0.527
28 H 11.961 20.022 19.020  0.242
29 H 13.530 18.003 16.322  0.407
30 H 13.229 18.639 13.993  0.494
31 H 12.094 20.775 13.446  0.449
32 H 11.401 22.262 15.366  0.388
33 H 11.667 14.999 18.855  0.097
34 H 12.481 15.693 20.237  0.318
35 H 14.731 14.727 20.284  0.585
36 H 16.947 14.354 19.111  0.390
37 H 17.025 14.682 16.669  0.592
38 H 14.944 15.422 15.520  0.536
39 H 10.799 17.757 20.198  0.344
40 H 10.082 16.470 19.288  0.692
41 H 8.982 19.391 20.060  0.444
42 H 7.600 20.933 18.556  0.347
43 H 7.665 20.348 15.971  0.382
44 H 9.223 18.810 15.210  0.215
45 S 8.761 15.149 14.215  -0.356
46 S 9.249 16.977 13.277  -0.169
47 S 10.563 16.601 11.717  -0.192
48 S 12.577 16.734 12.188  -0.371
49 F 19.392 13.486 13.528  -0.243
50 C 18.740 13.616 12.354  0.839
51 F 19.121 12.531 11.553  -0.298
52 F 19.184 14.686 11.681  -0.272
53 C 17.266 13.536 12.568  0.242
54 C 16.400 14.606 12.540  -1.008
55 C 15.101 14.428 12.938  -0.060
56 C 14.615 13.139 13.263  0.388
57 C 15.509 12.093 13.313  0.227
58 C 16.828 12.279 13.018  -1.197
59 P 12.821 13.105 13.638  1.841
60 C 12.160 12.947 11.961  -0.393
61 C 12.901 12.312 10.947  0.087
62 C 12.270 12.077 9.744  -1.023
63 C 10.939 12.544 9.536  0.459
64 C 10.238 13.166 10.519  -1.195
65 C 10.890 13.385 11.757  -0.236
66 C 10.370 12.384 8.168  0.856
67 F 10.627 13.560 7.499  -0.260
68 F 9.074 12.143 8.078  -0.262
69 F 10.996 11.451 7.383  -0.299
70 C 12.685 11.297 14.129  0.108
71 C 12.107 10.347 13.328  -0.292
72 C 12.109 9.007 13.685  -1.124
73 C 12.722 8.623 14.894  0.168
74 C 13.145 9.634 15.775  -0.560
75 C 13.171 10.941 15.353  -0.331
76 C 12.814 7.176 15.251  0.721
77 F 11.571 6.700 15.327  -0.261
78 F 13.402 6.821 16.392  -0.303
79 F 13.442 6.431 14.324  -0.270
80 H 16.744 15.530 12.173  0.617
81 H 14.391 15.229 12.721  -0.694
82 H 15.271 11.109 13.625  0.461
83 H 17.572 11.454 13.016  0.351
84 H 13.909 11.932 11.152  0.363
85 H 12.886 11.687 8.921  0.348
86 H 9.220 13.452 10.363  0.488
87 H 10.301 13.856 12.544  0.377
88 H 11.592 10.481 12.394  0.316
89 H 11.720 8.213 13.054  0.379
90 H 13.445 9.344 16.812  0.385
91 H 13.593 11.739 16.002  0.430
92 C 10.093 12.554 16.426  -0.829
93 N 8.757 13.041 16.828  0.283
94 C 7.573 12.507 16.243  -1.094
95 C 8.853 13.961 17.803  0.987
96 C 7.595 14.686 18.167  -1.739
97 O 9.929 14.169 18.338  -0.667
98 H 10.049 11.765 15.666  0.299
99 H 10.669 12.109 17.226  0.384
100 H 10.631 13.305 15.832  -0.012
101 H 7.800 11.432 16.107  0.353
102 H 7.325 12.857 15.260  0.314
103 H 6.746 12.650 16.860  0.419
104 H 6.894 13.930 18.391  0.622
105 H 7.142 15.225 17.347  0.272
106 H 7.705 15.324 19.058  0.305

Atomic forces in eV per Å
Rb 0.0 0.2 -0.2
C 2.6 -0.5 0.2
C -0.8 1.8 0.2
C 0.5 -0.6 0.3
C 0.4 0.4 0.7
C -0.3 -1.4 1.0
C -0.2 1.4 1.0
C -0.5 -0.7 1.3
N 0.1 -1.1 -2.4
N -0.6 -1.1 -1.6
C -1.3 0.8 -0.5
C 0.2 -0.2 1.0
C -0.2 0.6 -0.7
C 0.7 -0.1 -0.5
C -1.7 0.1 -0.1
C 0.4 0.1 0.6
N -0.2 -0.5 -1.3
C 2.3 0.7 -0.3
C 0.1 -0.3 -1.3
C -0.1 0.7 0.5
C -1.0 0.5 0.6
C -0.3 0.2 -1.7
C -0.2 -0.3 0.8
N 0.5 -0.3 1.3
H 0.3 -0.3 -0.3
H -2.0 1.1 1.0
H -0.4 0.0 -0.4
H 0.6 -0.6 -0.2
H -0.3 0.7 -0.1
H 0.2 0.0 -0.7
H -0.1 0.4 -0.5
H 0.4 0.3 -0.2
H 0.5 0.2 0.0
H 0.4 -0.2 0.7
H -0.1 -0.3 1.1
H -0.1 -0.1 0.4
H 0.7 -0.1 -0.2
H 0.2 0.2 -0.4
H -0.7 0.5 1.1
H -0.9 -1.4 0.0
H 0.0 0.0 -0.6
H 0.6 -0.8 -0.2
H 0.2 0.4 1.2
H 0.1 -0.1 -0.5
S -0.1 0.4 -0.1
S 0.3 -0.6 0.0
S -0.1 0.3 -0.2
S -0.3 -0.1 0.5
F 0.3 0.3 -0.5
C -0.1 -1.2 -1.5
F 0.1 0.8 0.9
F -0.1 0.1 0.7
C 0.2 -0.9 1.0
C 0.5 -0.7 0.1
C -1.0 -0.7 -0.9
C -0.1 1.5 0.3
C 0.2 -0.2 0.4
C 1.6 0.4 -1.0
P 0.0 -0.7 0.3
C 1.1 -0.1 0.1
C -0.7 -0.3 0.0
C 0.5 0.7 -0.5
C 1.2 -1.5 -0.4
C 0.7 0.0 1.0
C -1.8 0.1 -0.6
C 1.4 0.9 -1.5
F -0.6 -0.3 0.1
F -0.5 0.0 0.3
F -0.3 0.0 0.8
C -0.1 1.7 -1.0
C -0.9 -1.8 -0.6
C 1.1 -0.8 1.2
C 0.1 1.3 0.2
C 0.4 -1.7 0.9
C 0.6 0.8 1.5
C -0.4 -0.5 -0.3
F -1.1 -0.6 0.0
F 0.4 0.8 0.8
F 0.2 0.2 -0.7
H 0.3 1.1 -0.3
H -0.1 -0.1 0.6
H -0.8 -0.8 0.2
H -0.8 0.6 0.2
H -0.4 0.3 -0.3
H -0.7 -0.1 0.3
H -0.4 0.3 0.0
H 0.3 0.0 0.0
H 0.1 0.9 -0.2
H -0.1 0.3 -0.1
H 0.0 0.4 -1.1
H -0.4 -0.7 -0.3
C -0.4 -0.7 -1.6
N 2.2 0.0 0.2
C 1.3 -1.6 -1.1
C -1.0 0.3 -0.7
C 0.2 0.5 0.6
O 0.7 0.6 0.6
H -0.8 -0.1 0.2
H 0.1 0.4 0.4
H 0.0 0.2 0.7
H -0.6 0.3 0.2
H 0.1 0.7 -0.6
H -1.4 0.0 1.1
H -1.1 -0.8 0.6
H 0.3 0.3 -0.4
H 0.2 -0.2 -0.5

LUMO energy   1.708 eV
ΔE to the lowest compared entry with this formula, charge and spin   0.000 eV
E_tot   -4907.45892 Eh
F_max   2.70 eV/Å
Charge   -1